Entry 1:
14
Properties=species:S:1:pos:R:3:forces:R:3 method="wB97M-V/def2-TZVPD" fmax_ev_per_a=5.5 energy_ev=-18854.5373 relative_energy_kj_mol=243.5 homo_energy_ev=-8.951
C 1.303754 -1.453333 0.098727 -0.8 0.7 0.1
C 1.973715 -0.313190 0.008034 -5.0 2.3 0.2
C 0.506327 0.986361 -0.033032 2.6 -2.2 1.5
C 0.777893 2.287992 0.085912 -1.4 -1.7 0.3
C -0.236950 -1.454956 0.062701 1.4 2.0 -0.4
C -0.703840 0.024194 -0.162832 1.6 0.1 -0.1
Cl 3.550037 0.238018 -0.008835 0.4 -0.2 -0.1
H 1.599033 -2.451326 -0.051334 1.5 -1.0 0.3
H 0.080232 3.087449 0.239002 -0.8 0.0 -0.3
H 1.748947 2.624157 0.256375 1.8 0.1 -0.1
H -0.341237 -2.060242 -0.799214 -1.0 -0.5 -1.2
H -0.767298 -1.975125 0.854649 0.4 0.2 0.5
H -1.644719 0.177997 0.353863 0.2 0.7 0.4
H -0.858118 0.225540 -1.198673 -0.8 -0.5 -1.1

***

Entry 2:
16
Properties=species:S:1:pos:R:3:forces:R:3 method="wB97M-V/def2-TZVPD" fmax_ev_per_a=3.8 energy_ev=-22884.0308 relative_energy_kj_mol=162.5 homo_energy_ev=-8.874
C 1.268087 0.604947 1.081836 -0.4 -2.1 -0.4
C 1.544311 -0.574126 0.451094 -1.7 0.7 2.0
P 3.092597 -1.172579 -0.209612 2.0 -0.3 1.2
H 2.066882 1.290069 1.103987 0.8 1.1 0.2
H 0.348469 0.874568 1.663848 0.9 -0.5 -1.1
H 0.798791 -1.397687 0.456863 0.2 0.7 -0.1
H 3.472923 -2.143304 0.922738 -0.7 1.2 -1.3
H 3.994054 -0.129784 0.329237 -0.8 -0.7 -0.5
C -1.626985 1.152205 -0.360967 -1.2 1.3 3.4
C -2.328747 0.441669 0.551812 -0.3 -0.6 -2.4
P -2.831409 -1.299911 -0.109256 -1.6 1.1 2.6
H -1.161160 0.702066 -1.167143 0.9 -0.7 -1.5
H -1.447752 2.227092 -0.154651 -0.1 -0.7 -0.5
H -2.908172 0.973245 1.326131 0.5 -0.7 -0.2
H -1.984553 -2.183998 0.582283 0.3 0.1 0.1
H -2.115451 -1.248988 -1.228472 1.3 0.1 -1.6

***

Entry 3:
144
Properties=species:S:1:pos:R:3:forces:R:3 method="wB97M-V/def2-TZVPD" fmax_ev_per_a=3.6 energy_ev=-108242.4129 relative_energy_kj_mol=428.3 homo_energy_ev=-9.127
F 31.909284 -4.983102 19.185415 0.0 -0.5 0.3
C 31.548918 -3.749322 18.830873 -1.9 0.5 -0.4
C 30.190322 -3.531091 18.419781 1.6 1.0 -0.7
C 29.878308 -2.285494 17.836235 1.2 -0.3 1.2
C 30.845694 -1.240435 17.827612 -0.5 -0.9 0.8
C 32.097319 -1.457657 18.413600 0.1 -1.3 -0.9
C 32.483341 -2.745957 18.867351 -0.7 1.1 -0.4
H 29.451075 -4.318404 18.427045 0.2 -0.2 0.1
H 28.875956 -2.124159 17.467923 0.0 0.1 -0.1
H 30.528196 -0.272893 17.467802 0.3 0.1 -0.2
H 32.930358 -0.777335 18.315621 -0.3 0.6 0.2
H 33.500378 -2.896612 19.198011 -0.1 -0.3 0.0
F 15.219589 0.313912 9.402211 0.2 0.1 1.3
C 15.666160 0.353976 10.706416 1.0 -1.2 0.3
C 16.500237 -0.706562 11.145809 0.3 0.7 0.7
C 17.112244 -0.650323 12.442126 -1.8 -0.1 -2.5
C 16.814985 0.435000 13.221585 0.6 0.5 1.1
C 15.977477 1.466804 12.836668 -1.3 -0.5 -1.8
C 15.344943 1.402924 11.553143 1.0 0.0 0.5
H 16.720912 -1.518596 10.468834 -0.1 -0.1 -0.1
H 17.692315 -1.458519 12.862516 0.2 0.0 -0.4
H 17.340174 0.440248 14.165273 -0.3 0.4 0.4
H 15.675057 2.278550 13.481657 0.4 0.0 0.2
H 14.725952 2.198618 11.165700 -0.1 0.1 0.2
F 18.489881 -6.376403 15.837043 0.8 -0.1 -0.3
C 19.794863 -6.237996 16.188569 1.5 -0.3 0.2
C 20.880693 -6.594157 15.350785 -0.4 -0.1 0.7
C 22.229197 -6.466505 15.822815 -2.3 0.0 -1.4
C 22.435036 -5.946452 17.055634 0.5 -0.1 0.5
C 21.362917 -5.532927 17.835350 0.7 0.5 0.6
C 20.062290 -5.713990 17.456793 -0.6 0.4 -1.0
H 20.656312 -7.024691 14.386064 0.1 0.1 -0.2
H 23.087312 -6.629133 15.187519 -0.2 -0.5 -0.2
H 23.471482 -5.932411 17.358914 0.0 0.6 0.5
H 21.560859 -4.935090 18.712736 0.0 -0.3 0.4
H 19.260046 -5.294384 18.045644 -0.1 -0.2 0.1
F 13.520461 -14.782462 20.167537 0.1 -0.7 -0.3
C 13.919234 -13.575729 19.775870 0.9 1.6 -0.5
C 14.923547 -13.377751 18.798337 -0.6 0.8 0.1
C 15.279960 -12.041136 18.483994 -0.4 -0.8 0.3
C 14.646633 -10.986545 19.104246 0.7 0.7 -0.5
C 13.729462 -11.191972 20.073653 -1.1 -1.0 1.7
C 13.362090 -12.492260 20.439040 0.2 0.2 -0.3
H 15.343451 -14.217558 18.264655 0.1 -0.1 0.1
H 16.062562 -11.689661 17.827946 0.2 -0.9 -0.5
H 14.923456 -9.972082 18.857996 0.1 0.1 -0.1
H 13.340257 -10.387951 20.680675 -0.2 0.2 -0.2
H 12.661827 -12.665663 21.242761 -0.1 -0.1 0.0
F 24.921413 -17.644114 13.997278 -0.4 1.5 0.0
C 24.322930 -16.433291 13.732657 -0.1 0.9 -1.6
C 23.008429 -16.204132 14.111419 1.0 -1.0 0.6
C 22.358739 -15.053680 13.744664 -0.8 0.5 0.1
C 22.972770 -14.055976 12.993597 -0.7 -0.5 0.1
C 24.254976 -14.275455 12.588844 1.1 -0.2 0.2
C 24.940848 -15.445751 12.923185 0.3 -1.0 1.4
H 22.559299 -16.922518 14.781198 -0.3 -0.1 -0.1
H 21.336333 -14.998395 14.088232 -0.1 0.4 -0.1
H 22.521619 -13.127599 12.675808 -0.5 -0.1 0.3
H 24.738815 -13.452078 12.084527 0.4 -0.2 -0.3
H 26.004157 -15.555778 12.769330 0.0 0.0 -0.5
F 21.226014 -2.202489 24.804588 1.0 -0.4 1.8
C 21.751978 -2.450871 26.088640 -1.8 -0.1 -0.7
C 22.982029 -1.978589 26.446685 0.8 0.0 0.1
C 23.442242 -2.237015 27.732898 -1.0 0.1 0.6
C 22.611673 -2.871819 28.704701 1.6 0.7 -0.6
C 21.410231 -3.390152 28.323280 -0.7 0.2 -1.9
C 20.970938 -3.160458 26.988881 0.4 -0.9 0.3
H 23.606084 -1.445787 25.744478 0.0 0.0 -0.1
H 24.425038 -1.853527 27.964110 0.0 -0.1 0.4
H 22.935569 -2.978872 29.729410 0.3 -0.1 0.0
H 20.836546 -4.027150 28.980175 -0.2 0.2 0.1
H 20.130368 -3.716235 26.600347 -0.4 0.3 0.1
F 13.066934 -3.862542 19.841416 -0.4 0.0 0.4
C 12.136255 -2.979331 19.446047 -0.8 1.2 -2.1
C 12.384708 -2.315644 18.211366 0.2 -0.6 0.7
C 11.507643 -1.379555 17.703296 -1.0 0.7 1.4
C 10.351914 -1.050799 18.466723 -0.2 -0.9 -0.8
C 10.029764 -1.790192 19.584119 1.2 -0.1 0.5
C 10.927723 -2.747824 20.076747 0.4 -0.4 0.5
H 13.283397 -2.604879 17.686859 0.1 0.1 -0.1
H 11.706554 -0.783038 16.825226 0.2 -0.3 -0.2
H 9.579258 -0.388363 18.105356 0.3 0.4 -0.2
H 9.171264 -1.584827 20.206380 -0.3 0.0 -0.3
H 10.651405 -3.292849 20.967238 0.2 -0.1 0.1
F 23.642330 -5.479101 8.366054 0.1 -0.1 0.8
C 24.100091 -5.172514 7.159306 0.2 2.0 -1.4
C 24.515257 -6.145921 6.309421 0.5 -1.6 -1.0
C 24.776064 -5.917608 4.937252 -0.6 1.8 1.0
C 24.608549 -4.606896 4.485989 -0.3 0.5 0.7
C 24.303889 -3.530366 5.392905 0.1 -2.0 -0.7
C 24.072715 -3.822204 6.725254 -0.4 -0.7 0.2
H 24.601339 -7.162421 6.664004 -0.1 -0.1 0.2
H 25.005053 -6.721624 4.253482 0.0 0.0 0.1
H 24.607643 -4.405585 3.424914 0.3 0.1 -0.1
H 24.120942 -2.542257 4.997230 0.2 0.1 0.1
H 23.729479 -3.060535 7.409693 0.1 0.1 0.1
F 26.509914 3.105179 14.209840 0.8 0.6 0.1
C 26.382386 1.824690 13.891981 -2.7 -2.3 -0.4
C 27.026540 1.231376 12.809919 0.2 -0.4 0.2
C 26.675809 -0.070192 12.361503 -1.2 0.9 1.4
C 25.589090 -0.735266 12.969850 0.5 0.6 1.1
C 24.905194 -0.158804 14.090457 1.3 1.6 -1.3
C 25.278788 1.144699 14.513500 0.9 -0.6 -1.2
H 27.816431 1.759119 12.296153 0.0 0.2 0.0
H 27.212391 -0.494198 11.525619 -0.1 -0.1 0.0
H 25.333530 -1.735592 12.652953 -0.1 0.0 -0.1
H 24.013684 -0.589875 14.521478 0.1 -0.3 0.0
H 24.668947 1.698170 15.212192 0.1 -0.1 0.3
F 7.899682 -7.428470 11.182771 -0.1 0.1 0.4
C 8.487255 -7.338774 12.402330 -1.0 -0.8 0.6
C 9.779201 -6.904951 12.449554 0.6 0.2 0.2
C 10.417345 -6.894063 13.678547 -1.1 -0.3 2.0
C 9.717861 -7.292211 14.864297 -1.0 0.7 -0.7
C 8.335880 -7.643171 14.822594 2.0 0.5 -1.5
C 7.770431 -7.717296 13.555071 -0.3 0.4 -0.4
H 10.275988 -6.535684 11.564544 0.0 -0.1 -0.1
H 11.399933 -6.460772 13.793334 0.2 -0.2 -0.1
H 10.127061 -7.132888 15.850998 0.5 -0.1 -0.1
H 7.721802 -7.798573 15.697331 0.2 -0.2 0.1
H 6.724044 -7.979589 13.503442 -0.1 -0.1 -0.4
F 16.592094 -8.040605 10.723033 -0.1 0.1 -0.2
C 16.961879 -9.310644 10.540713 1.7 -1.5 -0.2
C 16.485751 -10.300289 11.379312 -1.1 -0.1 0.0
C 16.823237 -11.637259 11.212824 1.0 0.0 -1.6
C 17.725653 -11.980126 10.173848 -0.2 0.5 0.7
C 18.319822 -10.976100 9.399190 -0.8 -0.8 0.9
C 17.950719 -9.659381 9.599884 -0.4 1.0 -0.1
H 15.689515 -10.072004 12.072329 0.1 0.3 0.3
H 16.336138 -12.390310 11.814544 0.1 0.0 0.1
H 18.021895 -12.995632 9.956163 -0.2 -0.2 0.3
H 19.040410 -11.304430 8.664776 0.1 0.4 -0.2
H 18.414884 -8.893839 8.995810 -0.1 0.2 0.0
F 28.602414 -8.847978 27.662685 -0.2 0.5 -0.5
C 27.974014 -8.124419 26.699499 -0.2 0.2 -1.2
C 28.689757 -7.412913 25.724304 -1.7 -0.5 0.3
C 27.911016 -6.809863 24.694924 2.6 -0.4 0.5
C 26.551123 -6.816495 24.633566 -0.6 0.4 1.0
C 25.859148 -7.493465 25.643168 0.8 -0.1 -0.5
C 26.583873 -8.204830 26.594091 -0.4 -0.2 0.2
H 29.769664 -7.420300 25.736793 0.0 0.2 -0.1
H 28.501811 -6.382188 23.898388 -0.1 0.4 -0.1
H 26.066093 -6.188322 23.901068 -0.2 -0.3 -0.2
H 24.780376 -7.542078 25.625946 0.0 -0.1 0.1
H 26.013718 -8.906777 27.184503 0.2 0.1 0.6

***

Entry 4:
80
Properties=species:S:1:pos:R:3:forces:R:3 method="wB97M-V/def2-TZVPD" fmax_ev_per_a=1.9 energy_ev=-90707.5848 relative_energy_kj_mol=23.2 homo_energy_ev="-4.270 / -6.058"
C -1.496776 -0.333292 1.579864 -0.1 -0.2 -0.3
C -2.150022 0.154823 0.415373 0.2 -0.3 -0.1
C -1.959947 -0.793429 -0.634787 -0.1 -0.1 0.2
H -2.766609 1.050919 0.357286 0.2 -0.2 0.0
C -1.179549 -1.869802 -0.108015 -0.3 0.2 0.2
C -0.904553 -1.579667 1.260616 -0.4 0.0 -0.3
H -0.384021 -2.238294 1.959380 -0.1 0.3 -0.3
H -1.481297 0.154832 2.557928 0.1 -0.2 -0.5
H -2.485369 -0.809226 -1.595751 0.4 0.1 0.3
H -0.988182 -2.815027 -0.616562 0.1 0.3 0.1
Ca 0.478019 0.190590 -0.286152 -0.6 -0.3 0.9
Si 0.984675 0.159509 -4.053314 0.3 -0.7 1.1
C 0.004597 1.731367 -4.117199 -0.1 0.8 -0.2
C 0.471950 2.747436 -4.996176 -0.9 0.0 0.5
H 1.429536 2.632723 -5.488234 -0.1 0.0 0.0
C -0.326148 3.858202 -5.279842 -0.2 0.1 0.4
H 0.024346 4.604472 -6.023091 -0.4 -0.5 0.7
C -1.568376 4.007216 -4.621524 0.6 0.0 0.0
H -2.155791 4.906763 -4.808561 0.1 -0.3 0.0
C -2.015428 3.053137 -3.690507 0.2 0.1 -0.2
H -2.971243 3.199040 -3.153913 0.7 -0.1 -0.4
C -1.241067 1.910797 -3.456221 0.3 0.1 -0.5
H -1.616902 1.139539 -2.783312 0.1 0.1 -0.1
C 0.056701 -1.426392 -4.177960 -0.5 -0.3 0.7
C -1.179345 -1.452697 -4.869402 0.1 -1.0 0.3
H -1.638426 -0.520847 -5.190616 0.1 -0.1 -0.2
C -1.856052 -2.673885 -5.042608 0.2 0.3 0.3
H -2.822480 -2.695656 -5.558108 0.4 0.0 0.2
C -1.335731 -3.858298 -4.499979 0.2 0.3 0.1
H -1.875353 -4.797282 -4.599409 0.1 0.2 -0.1
C -0.155488 -3.832787 -3.742637 0.0 0.5 0.0
H 0.216898 -4.746314 -3.268129 -0.2 0.4 -0.2
C 0.512787 -2.620932 -3.546333 -0.3 0.2 -0.6
H 1.375868 -2.558392 -2.878117 -0.1 -0.2 -0.3
H 2.344960 0.060854 -3.344755 -1.1 0.1 0.0
Si 2.663126 0.491255 -7.840031 0.2 -0.3 0.4
C 1.950542 -1.168955 -8.221869 -0.2 -0.4 -0.2
C 1.076843 -1.222290 -9.315776 -0.1 -0.4 -0.2
H 0.863461 -0.317479 -9.877944 -0.1 -0.1 0.1
C 0.509917 -2.428138 -9.738392 0.3 -0.3 0.3
H -0.108511 -2.458045 -10.638526 0.1 0.0 0.4
C 0.810585 -3.609786 -9.042127 0.4 0.4 -0.2
H 0.399322 -4.560018 -9.390096 0.1 0.3 0.2
C 1.727123 -3.583215 -7.977059 -0.2 0.3 -0.4
H 2.052111 -4.524249 -7.526332 -0.2 0.4 0.0
C 2.282268 -2.364596 -7.569040 -0.1 -0.4 -0.3
H 3.024155 -2.366485 -6.778759 -0.1 0.1 0.1
C 1.442032 1.812104 -8.303600 0.4 0.5 -0.6
C 0.090402 1.912048 -7.960666 -0.4 0.3 -0.3
H -0.365104 1.190285 -7.288662 0.1 0.0 0.0
C -0.717897 2.935384 -8.493004 0.4 -0.1 -0.1
H -1.781253 3.017555 -8.221197 0.6 -0.1 0.0
C -0.172518 3.847350 -9.408508 0.3 -0.3 0.0
H -0.800944 4.634184 -9.841415 0.3 -0.4 0.2
C 1.171210 3.721954 -9.807875 -0.5 0.0 0.1
H 1.570884 4.365564 -10.598107 -0.1 -0.1 0.4
C 1.964784 2.731931 -9.231565 -0.3 0.0 -0.2
H 2.999561 2.609418 -9.545421 -0.1 0.2 0.0
H 4.077550 0.684542 -8.293031 -0.6 0.2 -0.4
Cl 3.074942 0.560253 -5.800591 0.6 0.1 -0.2
C 0.100052 4.064563 2.232532 -0.7 -0.5 -1.1
C 1.015007 3.887645 3.290215 0.9 -1.3 0.2
C 1.728429 2.685984 3.366102 -0.4 1.2 0.2
C 1.513224 1.667706 2.420892 1.0 -1.6 0.0
N 0.656259 1.871598 1.378383 -0.6 0.7 -0.9
C -0.053830 3.025528 1.300389 1.0 0.2 1.2
C 2.207869 0.358808 2.467846 -0.6 1.6 0.0
C 3.162424 0.033782 3.453281 0.5 -0.8 0.1
C 3.767530 -1.223988 3.467976 -0.4 1.4 0.2
C 3.424022 -2.155795 2.466673 -0.8 -0.3 -0.9
C 2.493753 -1.762186 1.494189 0.7 0.3 0.8
N 1.926745 -0.535941 1.473402 0.2 -0.6 -0.8
H -0.477533 4.980261 2.107201 0.2 -0.3 0.1
H 1.180463 4.662852 4.036503 0.0 -0.1 -0.2
H 2.483589 2.506778 4.130278 -0.4 0.3 0.0
H -0.740506 3.096728 0.451034 0.2 0.1 0.3
H 3.414602 0.819489 4.162285 0.1 -0.5 0.1
H 4.494475 -1.458096 4.246430 -0.2 0.0 -0.3
H 3.863321 -3.153825 2.422538 -0.2 0.3 0.1
H 2.194633 -2.444666 0.681008 0.2 0.3 0.4